No. 1
9
Properties=species:S:1:pos:R:3 method="wB97M-V/def2-TZVPD" energy_ev=-23749.33451 fmax_ev_per_a=3.158 mol_weight_da=105.10 e_lumo_ev="-0.138 / -2.010"
C -0.455 -0.626 -0.021
C 0.519 0.604 -0.129
N -1.780 -0.198 -0.102
P -3.258 0.206 0.061
S 2.220 0.051 0.060
H -0.318 -1.546 -0.826
H -0.230 -1.045 0.965
H 0.655 1.180 -1.059
H 0.208 1.278 0.667

=====

No. 2
47
Properties=species:S:1:pos:R:3 method="wB97M-V/def2-TZVPD" energy_ev=-43158.28249 fmax_ev_per_a=3.390 mol_weight_da=371.43 e_lumo_ev=0.563
O 1.574 1.830 -4.132
C 0.757 2.548 -3.624
N -0.512 2.102 -3.205
O -1.338 2.984 -2.467
C -1.054 0.788 -3.567
C -0.497 -0.281 -2.672
S -0.946 -0.147 -0.940
O -0.715 1.184 -0.384
O -2.375 -0.503 -0.770
N 0.074 -1.381 -0.156
C -0.583 -2.061 0.961
C -0.702 -1.107 2.189
N 0.630 -0.632 2.520
C 1.136 -0.608 3.803
C 1.157 -1.760 4.613
C 1.690 -1.692 5.901
C 2.113 -0.439 6.434
F 2.512 -0.343 7.727
C 2.072 0.690 5.609
C 1.619 0.611 4.279
C 1.457 -0.022 1.422
C 1.466 -0.906 0.150
C -1.007 0.469 -5.090
C -2.493 0.509 -5.221
C -2.573 0.754 -3.716
H 1.016 3.564 -3.356
H -1.267 2.696 -1.517
H -0.824 -1.271 -3.012
H 0.580 -0.215 -2.781
H 0.005 -2.905 1.272
H -1.584 -2.400 0.696
H -1.359 -0.282 1.993
H -1.085 -1.697 3.055
H 0.876 -2.735 4.216
H 1.727 -2.630 6.451
H 2.393 1.652 6.008
H 1.572 1.542 3.683
H 2.507 0.063 1.724
H 1.128 0.992 1.171
H 2.096 -1.808 0.331
H 1.915 -0.369 -0.650
H -0.529 1.237 -5.741
H -0.583 -0.522 -5.328
H -2.837 1.341 -5.834
H -3.034 -0.400 -5.480
H -3.125 1.637 -3.380
H -3.049 -0.076 -3.187

=====

No. 3
108
Properties=species:S:1:pos:R:3 method="wB97M-V/def2-TZVPD" energy_ev=-81306.33808 fmax_ev_per_a=1.107 mol_weight_da=868.22 e_lumo_ev="2.286 / 2.287" multiplicity=8 charge=-1
Gd -0.530 -0.591 -0.101
N -1.343 -2.559 1.618
C -1.844 -3.854 1.417
C -2.716 -4.390 2.365
C -3.180 -5.690 2.269
C -2.745 -6.479 1.215
C -1.916 -5.934 0.247
C -1.480 -4.607 0.280
C -0.687 -4.050 -0.855
C -0.871 -4.654 -2.107
C -0.156 -4.247 -3.217
C 0.800 -3.254 -3.075
C 0.955 -2.638 -1.844
C 0.199 -2.951 -0.693
H -0.342 -2.577 1.411
H -1.468 -2.235 2.573
H -3.012 -3.758 3.196
H -3.846 -6.094 3.021
H -3.054 -7.515 1.145
H -1.585 -6.577 -0.559
H -1.619 -5.428 -2.235
H -0.352 -4.690 -4.187
H 1.398 -2.949 -3.929
H 1.733 -1.872 -1.763
N -0.422 -1.265 4.631
C -1.324 -0.678 5.605
C -2.144 0.472 5.025
C -2.827 0.235 3.667
N -1.970 0.545 2.513
H 0.302 -1.816 5.073
H 0.029 -0.564 4.051
H -0.805 -0.302 6.499
H -2.012 -1.462 5.944
H -1.503 1.357 4.934
H -2.917 0.710 5.759
H -3.728 0.863 3.654
H -3.162 -0.802 3.577
H -1.653 1.506 2.603
H -2.569 0.512 1.687
C 3.762 4.960 -1.808
C 4.272 3.547 -1.709
C 5.303 3.096 -2.521
C 5.763 1.790 -2.455
C 5.175 0.908 -1.558
C 4.148 1.335 -0.738
C 3.685 2.650 -0.809
N 2.660 3.078 0.057
C 1.616 2.140 0.351
N 1.478 1.826 1.696
C 1.968 0.529 2.153
C 1.391 -0.620 1.605
C 1.989 -1.814 2.047
C 3.002 -1.860 2.998
C 3.505 -0.680 3.523
C 3.012 0.544 3.087
C 3.655 1.818 3.587
N 0.882 1.613 -0.552
C 0.985 2.137 -1.863
C 1.542 1.357 -2.873
C 1.674 1.851 -4.155
C 1.224 3.127 -4.459
C 0.632 3.890 -3.467
C 0.510 3.422 -2.163
C -0.162 4.283 -1.120
H 4.316 5.514 -2.564
H 3.866 5.491 -0.857
H 2.706 4.965 -2.095
H 5.749 3.783 -3.232
H 6.569 1.463 -3.100
H 5.517 -0.117 -1.493
H 3.686 0.637 -0.046
H 2.364 4.031 -0.085
H 1.928 2.557 2.227
H 1.663 -2.761 1.624
H 3.406 -2.813 3.323
H 4.306 -0.702 4.255
H 4.316 1.597 4.425
H 2.927 2.556 3.936
H 4.255 2.282 2.799
H 1.869 0.352 -2.633
H 2.116 1.232 -4.927
H 1.316 3.519 -5.464
H 0.244 4.874 -3.708
H -0.988 4.834 -1.569
H 0.531 5.018 -0.695
H -0.557 3.671 -0.311
C -5.137 0.449 -0.160
O -3.834 0.107 0.247
C -2.733 0.500 -0.625
C -2.835 1.981 -0.960
H -5.268 0.375 -1.244
H -5.400 1.472 0.140
H -5.824 -0.247 0.327
H -2.007 2.246 -1.624
H -3.759 2.219 -1.493
H -2.780 2.601 -0.056
C -3.211 -1.772 -1.690
C -2.711 -0.333 -1.947
N -1.295 -0.401 -2.362
C -1.284 -0.107 -3.695
C -2.489 0.248 -4.184
N -3.435 0.254 -3.105
H -2.819 -2.144 -0.739
H -2.856 -2.410 -2.499
H -4.306 -1.811 -1.651
H -0.367 -0.162 -4.264
H -2.776 0.558 -5.176
H -4.287 -0.248 -3.316